9
Properties=species:S:1:pos:R:3:forces:R:3:lowdin_charge:R:1 method="wB97M-V/def2-TZVPD" mol_weight_g_mol=105.12 multiplicity=1 energy_ha=-681.3898 homo_lumo_gap_ev=10.6934 e_above_lowest_kcal_mol=43.6 e_lumo_ev=0.534 homo_energy_ev=-10.160
S 1.377446 -0.176930 0.715227 -0.76 0.96 -0.53 0.979
O 1.534024 0.514865 1.979987 0.50 0.02 0.42 -0.496
O -0.786615 0.325015 -1.946399 -0.35 -0.52 0.23 0.089
N 0.937082 0.985686 -0.561084 1.64 0.08 -0.31 -0.092
C -0.231017 0.310785 -0.879853 -0.01 2.36 -1.76 -0.658
C -0.470526 -0.286739 0.424258 0.18 -2.63 0.51 -0.171
H -0.770031 0.365006 1.204631 -0.63 0.81 0.44 0.086
H -1.004909 -1.245000 0.467483 0.39 0.24 -0.03 0.112
H 1.547895 1.551429 -1.217398 -0.97 -1.32 1.03 0.152